Here is a cluster of 8 separate species, C41H104N8O10 in total from OMol25. Energies are from ωB97M-V/def2-TZVPD.

Values from the calculation:
- Total energy: -2814.64020 Eh
- Net charge: 0
- SMILES: CC1(C)CCCC(C)(C)N1O.COC[C@H](C)N.COC[C@H](C)N.COC[C@H](C)N.COC[C@H](C)N.COC[C@H](C)N.COCCNCCOC.COCCNCCOC
- Kohn-Sham gap: 8.68 eV
- Relative energy (zero: lowest compared OMol25 entry of this formula, charge and spin): 2.135 eV

Positions of all 163 atoms, in Å:
C 0.089 -0.096 1.024
C -5.416 2.008 1.423
N 1.088 -4.199 2.482
O -2.259 5.237 -3.202
O -1.158 1.757 -1.930
C 0.845 -1.238 0.297
C 6.121 -2.714 -6.249
H -3.947 3.294 2.470
H 2.005 -1.399 -1.478
H 0.817 0.626 1.415
H -1.076 -0.356 8.086
H 0.788 -1.309 -3.419
C -5.901 1.964 -1.003
H 6.032 3.084 -1.875
H -0.252 -1.654 6.211
H -1.736 2.719 0.286
H -6.313 -1.957 -1.008
C -3.263 7.373 -0.347
H 2.014 1.947 -1.813
N 6.983 2.888 -2.186
H -3.641 -8.510 -2.514
C 0.777 -2.020 6.307
H 0.832 -2.449 7.310
H 5.082 1.543 -4.314
H 0.604 -5.536 1.018
C -1.968 0.393 4.522
H 9.235 1.264 -0.291
H 2.315 -5.182 1.046
H -6.385 1.109 -2.829
C -6.871 1.164 -1.850
C 6.780 2.687 0.283
H -1.250 -3.889 -0.014
H -2.802 2.145 6.381
C -2.570 2.403 8.911
H 4.034 -2.197 -6.085
H -5.475 5.998 1.444
H 6.150 -0.010 -6.291
H 4.543 -5.709 1.964
C 8.980 2.087 -0.963
C -2.276 1.133 8.129
O -7.103 -0.096 -1.229
H -7.825 1.668 -1.990
H -4.360 3.805 0.860
H 7.058 3.739 0.440
C -2.358 6.772 -1.449
H -6.109 6.056 3.053
N -0.277 1.020 -1.101
H -0.668 -0.254 -3.476
O -1.583 -5.263 -1.408
H -0.569 -1.477 -2.342
C -1.441 1.849 0.879
C -2.082 -7.085 -2.857
H 1.592 -1.604 1.010
H 6.136 -3.523 -6.985
H -7.070 1.379 0.534
H 0.203 -2.117 0.215
H 1.051 -1.884 3.620
N 4.737 -1.735 -7.951
O -1.944 0.264 5.902
H 6.301 -3.100 -5.250
H -5.168 -0.777 -1.616
H 4.370 -0.866 -8.324
H -2.266 2.363 9.956
H 6.623 0.694 -3.719
O 5.132 -0.519 -4.464
H -4.329 5.783 2.849
H -1.019 1.882 6.447
H 7.421 3.798 -2.308
H -0.332 -0.433 1.976
H -2.974 -5.131 -2.954
H 2.646 -2.027 4.498
C 0.073 -0.735 -2.831
H -5.749 1.671 2.408
H -1.178 7.453 -2.970
C 4.951 -1.765 -6.493
H -2.669 1.181 4.213
H -2.423 -3.396 -1.309
C 2.209 -3.685 3.326
H -0.903 2.327 1.703
H -4.892 1.541 -1.113
H -1.937 3.199 8.508
H -2.185 -0.547 4.017
H 4.434 0.284 -6.236
H -3.541 -7.251 -1.520
H 9.420 2.102 -1.953
H 7.051 1.172 -1.154
H -3.628 4.271 -4.573
O -5.707 4.232 2.457
N -3.461 -7.515 -2.499
H -1.324 -0.088 9.581
H 2.451 -4.524 3.981
H 5.666 -1.814 -8.360
H -4.575 1.340 1.182
H -0.872 8.084 -1.538
H -2.762 0.197 -0.899
C -1.474 -3.888 -1.078
H -2.410 1.590 1.320
C -6.215 -1.095 -1.668
H -0.675 -3.353 -1.601
C 7.474 2.170 -0.977
H -1.996 -8.625 -4.387
H -3.863 6.637 0.190
O 1.023 -2.995 5.331
O 5.383 2.648 0.024
C 1.453 -5.383 1.687
C -1.993 -5.558 -2.715
H 4.502 2.272 1.878
H 4.887 -7.318 2.538
H -0.977 0.737 4.173
H -1.919 -1.252 -0.638
H 0.412 -4.501 3.178
N -1.107 0.439 8.739
O 3.054 -6.722 3.091
H -0.711 -7.351 -4.520
H -2.767 -0.511 0.723
H -3.624 2.682 8.890
H 9.362 2.952 -0.405
H -6.435 -1.443 -2.682
C 0.704 0.243 -1.844
C -2.144 -0.302 -0.147
C -5.328 5.586 2.450
H 3.952 -7.085 1.119
H -2.411 -7.092 -4.979
H -4.024 6.383 -2.784
H -2.942 8.156 0.340
C 1.768 -6.641 2.529
N -6.376 2.099 0.374
C -0.911 0.589 0.137
H -0.742 2.627 -1.898
C 5.541 0.689 -3.810
C 1.687 1.209 -2.550
H -1.297 -5.170 -3.470
H 6.965 2.060 1.162
C 5.217 -0.387 -5.853
H 7.047 -2.199 -6.544
C -2.779 4.124 -3.903
H -3.629 5.083 -1.663
C 4.593 3.057 1.114
H -5.789 2.984 -1.389
C -2.006 1.443 6.667
H -2.995 3.296 -3.221
H -1.969 3.744 -4.528
H 1.472 -1.179 6.233
C 1.723 -2.530 4.192
C -4.791 3.379 1.775
H 2.290 0.031 -0.358
C -3.191 5.835 -2.330
H -1.535 -7.598 -2.059
C 4.092 -6.691 2.130
C 1.566 -0.602 -0.876
H 1.623 -7.452 1.797
H 1.219 1.742 -3.376
H 1.038 -6.788 3.326
H 2.597 0.675 -2.827
H 5.080 0.727 -2.821
C -1.744 -7.572 -4.256
H 3.041 -3.362 2.704
H -1.553 6.145 -1.042
H 3.576 3.096 0.718
H 4.950 3.987 1.561
H -3.994 7.940 -0.942
H -3.123 0.436 8.109
N -1.643 7.836 -2.151

=====

Here is a structure of composition C41H10BrF19GeO5PRbS from OMol25. Energies are from ωB97M-V/def2-TZVPD.

Values from the calculation:
- Total energy: -9256.71486 Eh
- Net charge: -2
- Kohn-Sham gap: 4.88 eV
- Relative energy (zero: lowest compared OMol25 entry of this formula, charge and spin): 0.485 eV

Positions of all 80 atoms, in Å:
H -0.532 3.356 2.598
C -1.536 4.844 -1.091
C 3.668 3.042 -3.131
C 2.539 -5.568 3.326
F -3.046 6.476 -1.925
H 2.591 4.311 -0.187
C 1.666 -4.537 1.301
C 0.672 -2.146 -3.568
C -3.723 -4.831 -0.369
F 0.130 -1.012 -1.635
O -4.346 1.449 -0.164
H 0.703 1.458 -2.753
F 0.060 7.718 1.350
O -2.190 2.799 1.221
P 0.031 2.727 -0.258
F -2.566 -2.825 -0.539
C -1.527 7.099 -0.271
F -0.401 -6.702 1.110
C 2.613 1.126 2.478
C 0.580 -3.342 -1.451
F 1.211 -3.296 -5.556
Rb -2.130 0.405 0.260
F 0.335 -4.858 3.225
F -2.020 8.337 -0.286
C -2.550 -4.120 -0.172
F 5.194 -5.373 0.883
C 0.462 -2.180 -2.196
F 0.555 -1.004 -4.253
C 0.976 2.335 3.739
H 4.481 4.470 -1.741
F 4.794 -6.260 3.426
C 2.605 2.200 -3.406
C -3.321 3.312 0.950
F 1.106 5.282 1.342
C 3.987 -5.253 1.450
C 2.927 -4.678 0.763
C 1.506 2.876 -1.361
H 0.555 2.641 4.688
H 2.561 1.183 4.621
C 0.364 2.753 2.570
F 3.200 -4.241 -0.481
C -0.472 6.780 0.557
C -4.391 2.627 0.271
C 2.584 3.724 -1.096
C 0.038 5.492 0.552
C -1.469 -6.026 0.653
C -3.755 -6.174 -0.031
F -4.875 -6.886 -0.208
H 2.420 1.219 0.357
C 3.787 -5.703 2.742
C -5.541 3.553 0.168
C -1.396 -4.679 0.353
C 0.892 -4.486 -2.163
C 1.111 -4.500 -3.529
C 1.003 -3.313 -4.234
O -2.987 5.543 1.785
H 3.470 0.466 2.427
C 1.513 -4.984 2.601
Ge 0.192 -3.467 0.504
F 1.422 -5.633 -4.173
O -5.867 5.788 1.090
O -6.613 3.346 -0.382
Br -2.318 3.608 -2.291
C 0.891 2.378 1.333
C -2.049 6.125 -1.109
C 2.013 1.554 1.303
C -3.707 4.677 1.276
S -0.107 -1.703 1.581
C -5.145 4.829 0.875
H 4.504 3.104 -3.815
C 2.100 1.521 3.702
F 0.992 -5.667 -1.523
F -2.645 -8.082 0.785
F 2.344 -5.997 4.578
C 1.532 2.121 -2.525
C -2.621 -6.778 0.478
H 2.605 1.600 -4.308
F -4.811 -4.251 -0.879
C -0.486 4.490 -0.244
C 3.654 3.809 -1.967

=====

Here is a structure of composition C41H10BrF19GeO5PRbS from OMol25. Energies are from ωB97M-V/def2-TZVPD.

Values from the calculation:
- Total energy: -9256.72670 Eh
- Net charge: -2
- Kohn-Sham gap: 4.61 eV
- Relative energy (zero: lowest compared OMol25 entry of this formula, charge and spin): 0.163 eV

Positions of all 80 atoms, in Å:
F 6.577 1.481 -0.327
C -3.105 0.757 1.334
F -7.689 -2.520 -2.097
H -4.000 -0.468 2.853
O -2.728 -3.026 -6.559
P -2.520 -0.576 0.200
C 0.647 4.066 -0.156
C 2.844 4.956 0.127
O -5.042 -4.366 -5.324
H -1.023 -0.363 2.655
F 5.097 2.563 5.039
C -5.710 -1.256 -2.289
O -2.130 -2.928 -1.861
F 0.995 6.399 -0.133
F 4.648 3.518 0.391
Rb -0.016 -1.247 -2.029
O -0.992 -2.055 -4.358
C 2.514 2.538 0.120
F 2.597 0.372 -2.639
C 4.614 0.874 1.842
F 7.901 1.490 -2.637
F 7.054 0.684 5.194
C 4.533 0.869 -1.375
C -0.696 -3.702 3.051
C -2.634 -3.149 -3.001
C 4.463 1.741 2.905
S 2.228 -0.999 0.442
C -2.920 -3.177 -5.360
F 7.405 -1.080 3.157
O -4.663 -4.304 -2.399
C -4.177 1.617 3.319
C 1.167 2.781 -0.070
C 5.943 0.924 -3.812
C 5.270 1.696 4.031
C -3.218 3.142 1.730
C 6.439 -0.155 3.076
F 0.290 1.779 -0.200
C 3.321 3.662 0.202
C -3.788 0.544 2.533
C -1.162 -1.421 2.464
C -4.522 -0.813 -1.741
H 0.057 -2.001 4.126
F -4.772 -2.332 1.535
H -0.213 -4.427 3.695
Br -3.476 0.331 -2.815
C -4.131 -1.182 -0.449
H -2.595 -3.539 0.240
C -1.445 -4.126 1.961
F 3.506 2.687 2.890
C -3.891 2.918 2.920
C 6.593 1.194 -2.623
C -2.052 -3.206 1.119
C -4.095 -3.874 -4.730
F -7.010 -3.234 0.432
C 6.264 0.742 4.114
H -4.191 3.753 3.542
C -5.016 -1.981 0.259
C -0.550 -2.345 3.297
F 3.955 0.396 -4.950
H -4.702 1.440 4.250
F 5.822 -0.966 0.991
Ge 3.388 0.736 0.270
F 6.616 0.954 -4.968
C -6.545 -2.090 -1.569
C -2.052 -2.718 -4.252
F -6.087 -0.896 -3.516
C 5.614 -0.076 1.971
C -1.928 -1.842 1.377
C 3.917 0.624 -2.592
C 1.487 5.156 -0.054
H -1.550 -5.183 1.752
H -2.299 2.233 0.016
C 5.883 1.169 -1.435
C -6.197 -2.447 -0.285
F 3.666 6.010 0.228
C -3.893 -3.841 -3.250
C -2.829 2.064 0.944
H -2.986 4.151 1.411
C 4.590 0.639 -3.801
F -0.664 4.265 -0.347